The following is a quantum chemistry calculation of the ion C8H10N4S with charge +2 in a non-equilibrium geometry, from the Open Molecules 2025 dataset.

Values from the calculation:
- LUMO energy (spin up / spin down) (eV) = -11.7 / -11.6
- molecular weight (Da) = 194.263
- gap between HOMO and LUMO (spin up / spin down) (Eh) = 0.220 / 0.220
- E_HOMO (spin up / spin down) (eV) = -17.689 / -17.609
- relative energy (zero: lowest compared OMol25 entry of this formula, charge and spin) (eV) = 2.515
- E (Ha) = -927.25207
- net charge = +2

Each line ends with the Mulliken charge.
Positions of all 23 atoms, in Å:
C1 1.064 -2.663 -0.632  -0.20
C2 -2.469 -0.314 1.041  -0.23
C3 -0.717 -1.296 -0.115  0.42
C4 1.527 -0.552 0.337  -0.06
C5 0.586 2.424 0.048  -0.61
C6 0.723 1.988 -1.359  -0.51
C7 -0.160 1.206 -0.374  -0.27
C8 0.176 -0.121 0.080  0.73
N1 -0.193 -2.437 -0.530  -0.53
N2 1.922 -1.737 -0.147  -0.01
N3 -1.694 0.078 1.888  -0.36
N4 -1.991 -1.294 0.168  -0.05
S1 2.657 0.384 1.114  -0.04
H1 1.395 -3.571 -0.951  0.51
H2 -3.470 0.033 0.859  0.42
H3 1.623 2.379 0.397  0.05
H4 0.074 3.248 0.289  0.44
H5 0.204 2.348 -2.199  0.30
H6 1.651 1.721 -1.659  0.35
H7 -1.188 1.443 -0.563  0.69
H8 2.812 -2.054 0.024  0.25
H9 -1.958 0.921 2.521  0.31
H10 -2.574 -2.136 -0.237  0.43


The following is a quantum chemistry calculation of a structure of composition C31H24IMnN9O8 in a non-equilibrium geometry, from the Open Molecules 2025 dataset.

Values from the calculation:
- LUMO energy (spin up / spin down) (eV) = -1.3 / -1.3
- molecular weight (Da) = 832.430
- <S²> = 8.76
- gap between HOMO and LUMO (spin up / spin down) (Eh) = 0.225 / 0.226
- E_HOMO (spin up / spin down) (eV) = -7.391 / -7.438
- relative energy (zero: lowest compared OMol25 entry of this formula, charge and spin) (eV) = 1.448
- E (Ha) = -3739.29336
- spin multiplicity = 6

Each line ends with the Mulliken spin population.
Positions of all 74 atoms, in Å:
Mn1 0.514 0.303 0.505  4.63
N1 0.217 -0.424 4.901  0.00
C1 0.688 -0.694 3.657  0.02
N2 -0.026 -0.648 2.579  0.02
C2 -1.377 -0.319 2.667  -0.01
N3 -2.090 -0.180 1.573  0.00
N4 -1.458 -0.080 0.432  0.03
C3 -2.147 0.236 -0.655  0.02
C4 -1.465 0.389 -1.882  0.03
C5 -2.120 0.767 -3.073  0.01
C6 -1.380 0.974 -4.211  0.00
C7 0.005 0.806 -4.155  0.01
C8 0.577 0.414 -2.954  0.02
N5 -0.118 0.200 -1.852  -0.02
C9 -1.960 -0.055 3.965  0.00
C10 -3.290 0.326 4.136  0.00
C11 -3.760 0.682 5.388  0.00
C12 -2.920 0.663 6.487  0.00
C13 -1.592 0.292 6.338  0.00
C14 -1.113 -0.059 5.088  0.00
H1 0.859 -0.352 5.679  0.00
H2 1.729 -0.981 3.584  0.00
H3 -3.201 0.460 -0.555  0.00
H4 -3.189 0.907 -3.065  0.00
H5 -1.854 1.279 -5.133  0.00
H6 0.621 0.981 -5.022  0.00
H7 1.647 0.270 -2.874  0.00
H8 -3.927 0.360 3.269  0.00
H9 -4.788 0.988 5.502  0.00
H10 -3.288 0.944 7.459  0.00
H11 -0.920 0.285 7.182  0.00
C15 3.209 -2.207 -1.837  0.00
C16 3.644 -1.123 -0.928  0.01
N6 2.890 -0.422 -0.108  0.06
C17 3.738 0.422 0.559  0.02
C18 5.031 0.224 0.130  0.00
N7 4.940 -0.761 -0.819  0.00
C19 6.348 0.823 0.467  0.00
O1 6.369 1.733 1.406  0.00
O2 7.333 0.444 -0.128  0.00
C20 3.184 1.316 1.618  0.01
O3 3.950 2.062 2.244  0.01
O4 1.956 1.161 1.811  0.05
H12 2.127 -2.211 -1.890  0.00
H13 3.559 -3.168 -1.458  0.00
H14 3.633 -2.062 -2.828  0.00
H15 5.735 -1.115 -1.331  0.00
H16 5.448 1.951 1.804  0.00
O5 -0.506 2.224 1.285  0.04
C21 0.070 2.911 0.408  -0.05
O6 0.670 2.376 -0.555  0.04
C22 0.058 4.400 0.543  0.01
C23 0.204 4.914 1.823  0.00
C24 0.280 6.282 2.050  0.00
C25 0.176 7.100 0.952  0.00
O7 0.202 8.467 0.905  0.00
C26 0.066 8.805 -0.457  0.00
O8 -0.089 7.630 -1.224  0.00
C27 0.009 6.586 -0.336  0.00
C28 -0.038 5.235 -0.577  0.00
H17 0.268 4.222 2.648  0.00
H18 0.428 6.684 3.035  0.00
H19 0.966 9.351 -0.786  0.00
H20 -0.818 9.450 -0.586  0.00
H21 -0.157 4.834 -1.571  0.00
I1 -0.660 -5.780 -2.208  0.00
C29 -0.298 -4.223 -0.866  0.00
C30 -0.186 -4.310 0.505  0.00
N8 0.078 -3.065 0.933  0.00
N9 0.139 -2.190 -0.067  0.01
C31 -0.096 -2.872 -1.174  0.01
H22 -0.270 -5.156 1.155  0.00
H23 0.154 -2.701 1.874  0.01
H24 -0.145 -2.397 -2.132  0.00


The following is a quantum chemistry calculation of a structure of composition C24H59N5O6Sb, from the Open Molecules 2025 dataset.

Values from the calculation:
- LUMO energy (eV) = 1.7
- molecular weight (Da) = 635.525
- gap between HOMO and LUMO (Eh) = 0.175
- E_HOMO (eV) = -3.044
- E (Ha) = -1915.26145
- net charge = -1

Each line ends with the Mulliken charge.
Positions of all 95 atoms, in Å:
C1 5.460 4.355 3.916  -1.25
C2 4.380 4.495 2.840  -0.23
C3 4.325 3.313 1.876  -0.46
C4 3.318 3.501 0.750  -0.29
C5 3.697 2.747 -0.519  -1.47
Sb1 1.231 2.956 1.400  0.64
C6 1.813 0.799 1.542  -1.21
C7 1.481 0.024 2.825  -0.53
C8 0.117 0.304 3.454  -1.14
C9 -1.041 -0.209 2.584  -0.11
C10 -2.399 0.446 2.889  -0.90
C11 -3.110 1.035 1.670  -0.64
C12 -4.206 2.032 2.050  -0.85
C13 -3.676 3.456 2.175  -0.46
O1 -3.801 4.140 0.931  -0.33
C14 -4.384 5.405 1.012  -0.69
H1 5.135 4.744 4.882  0.36
H2 6.383 4.872 3.641  0.28
H3 5.713 3.301 4.069  0.33
H4 3.403 4.583 3.318  0.12
H5 4.548 5.406 2.257  0.34
H6 5.336 3.175 1.456  0.35
H7 4.073 2.420 2.464  0.06
H8 3.273 4.570 0.502  0.40
H9 4.753 2.908 -0.781  0.45
H10 3.094 3.085 -1.364  0.35
H11 3.540 1.670 -0.429  0.25
H12 1.696 3.152 3.131  -0.13
H13 0.787 4.707 1.340  -0.24
H14 0.791 2.742 -0.332  -0.14
H15 -0.442 2.607 1.853  -0.28
H16 2.903 0.832 1.449  0.53
H17 1.455 0.258 0.662  0.40
H18 1.493 -1.053 2.609  0.13
H19 2.269 0.192 3.567  0.39
H20 -0.003 1.359 3.707  0.45
H21 0.066 -0.243 4.407  0.38
H22 -1.114 -1.284 2.776  0.23
H23 -0.799 -0.086 1.526  0.26
H24 -3.084 -0.286 3.336  0.35
H25 -2.263 1.231 3.642  0.39
H26 -2.371 1.552 1.052  0.32
H27 -3.525 0.225 1.062  0.42
H28 -4.642 1.734 3.010  0.40
H29 -4.998 2.043 1.298  0.39
H30 -4.201 4.021 2.954  0.49
H31 -2.611 3.431 2.436  0.14
H32 -4.607 5.730 -0.006  0.13
H33 -5.320 5.390 1.589  0.34
H34 -3.716 6.152 1.459  0.29
O2 0.900 -2.560 0.704  -0.64
C15 0.619 -3.741 0.632  0.68
N1 1.475 -4.709 1.051  -0.28
C16 -0.699 -4.213 0.064  -0.78
H35 1.268 -5.690 1.034  0.16
H36 2.353 -4.416 1.442  0.17
H37 -0.778 -3.836 -0.955  0.10
H38 -1.507 -3.793 0.660  0.24
H39 -0.790 -5.299 0.038  0.35
O3 2.309 -7.096 2.490  -0.61
C17 2.940 -7.715 3.323  0.57
N2 3.409 -7.120 4.450  -0.36
C18 3.247 -9.187 3.168  -0.88
H40 3.932 -7.617 5.144  0.19
H41 3.216 -6.141 4.583  0.23
H42 3.805 -9.327 2.243  0.25
H43 2.307 -9.729 3.079  0.25
H44 3.821 -9.596 3.998  0.32
O4 -0.356 -4.280 -3.270  -0.65
C19 0.396 -3.538 -3.878  0.62
N3 0.826 -3.816 -5.133  -0.28
C20 0.894 -2.249 -3.266  -0.71
H45 1.449 -3.229 -5.659  0.22
H46 0.518 -4.672 -5.561  0.16
H47 1.417 -2.478 -2.338  0.12
H48 0.039 -1.627 -3.010  0.25
H49 1.559 -1.691 -3.925  0.32
O5 -9.366 6.533 -1.657  -0.64
C21 -8.209 6.164 -1.723  0.61
N4 -7.662 5.319 -0.814  -0.29
C22 -7.284 6.624 -2.829  -0.81
H50 -6.706 5.016 -0.858  0.16
H51 -8.240 4.993 -0.059  0.19
H52 -7.224 7.711 -2.800  0.24
H53 -7.717 6.335 -3.785  0.26
H54 -6.280 6.209 -2.750  0.30
O6 1.789 -3.744 -7.776  -0.62
C23 1.205 -4.147 -8.763  0.60
N5 -0.148 -4.087 -8.863  -0.36
C24 1.939 -4.742 -9.942  -0.91
H55 -0.644 -4.416 -9.670  0.18
H56 -0.664 -3.687 -8.097  0.24
H57 2.513 -5.599 -9.595  0.24
H58 2.638 -3.999 -10.322  0.26
H59 1.275 -5.056 -10.746  0.33


The following is a quantum chemistry calculation of a structure of composition C3H9N3O in a non-equilibrium geometry, from the Open Molecules 2025 dataset.

Values from the calculation:
- LUMO energy (eV) = 1.0
- molecular weight (Da) = 103.125
- gap between HOMO and LUMO (Eh) = 0.383
- E_HOMO (eV) = -9.420
- relative energy (zero: lowest compared OMol25 entry of this formula, charge and spin) (eV) = 3.763
- E (Ha) = -359.10614

Each line ends with the Mulliken charge.
Positions of all 16 atoms, in Å:
C1 1.537 0.497 -0.047  -0.07
C2 -1.340 -0.613 1.538  -0.23
C3 -1.506 0.501 0.652  0.56
N1 1.168 1.269 -1.093  -0.44
N2 1.530 -0.765 -0.136  -0.57
O1 -1.808 -0.697 0.166  -0.37
N3 -1.459 1.715 0.433  -0.62
H1 0.142 -2.666 -2.086  0.26
H2 1.879 1.080 0.820  0.35
H3 0.880 2.215 -0.924  0.26
H4 0.545 -2.194 -1.609  -0.27
H5 1.923 -1.251 0.665  0.22
H6 0.735 0.777 -1.868  0.24
H7 -1.770 2.001 -0.492  0.26
H8 -0.362 -1.042 1.696  0.17
H9 -2.094 -0.828 2.284  0.26